Computed, not measured: a molecular structure, C2F2NO3S in a non-equilibrium geometry, with ωB97M-V/def2-TZVPD.

Summary:
Charge: -1
DFT total energy, eV: -25976.7655
Energy above the lowest of the compared OMol25 structures with the same formula, charge and spin, kcal/mol: 27.2
Multiplicity: 1

Positions of all 9 atoms, in Å:
C 0.685 1.120 0.101
C 0.023 0.435 1.283
N 1.278 1.721 -0.712
O -1.253 -1.901 -1.073
O -0.685 -0.541 0.755
O 0.055 0.843 2.419
F 1.333 -1.492 -0.406
F -1.182 0.675 -1.470
S -0.254 -0.860 -0.898

These are the natural (NBO) partial charges, in e, on atoms 1 to 6: 0.121, 0.751, -0.271, -0.914, -0.639, -0.547



Computed, not measured: a single C19H26N4O3 molecule, with ωB97M-V/def2-TZVPD.

Summary:
DFT total energy, eV: -32230.5484
SMILES: CCCCN(C(=O)c1cccc(C)c1)c1c(N)n(CCC)c(=O)[nH]c1=O
Energy above the lowest of the compared OMol25 structures with the same formula, charge and spin, kcal/mol: 0.3
Multiplicity: 1

Positions of all 52 atoms, in Å:
C 3.914 -2.260 -0.286
C 3.213 -3.612 -0.346
C 1.687 -3.513 -0.387
C 1.063 -2.941 0.892
N 0.788 -1.515 0.807
C 1.379 -0.641 1.667
O 2.306 -0.952 2.391
C 0.833 0.753 1.622
C 1.670 1.815 1.306
C 1.162 3.102 1.271
C -0.170 3.332 1.565
C -1.013 2.282 1.913
C -2.445 2.535 2.272
C -0.499 0.993 1.937
C -0.220 -1.093 -0.097
C 0.088 -0.222 -1.118
N 1.380 0.119 -1.379
N -0.890 0.272 -1.942
C -0.599 1.290 -2.940
C -0.459 2.687 -2.325
C -1.755 3.144 -1.666
C -2.210 -0.152 -1.850
O -3.074 0.248 -2.596
N -2.455 -1.062 -0.864
C -1.567 -1.560 0.092
O -1.969 -2.304 0.964
H 4.993 -2.400 -0.273
H 3.638 -1.725 0.619
H 3.662 -1.661 -1.160
H 3.505 -4.204 0.524
H 3.548 -4.148 -1.238
H 1.380 -2.904 -1.242
H 1.287 -4.516 -0.543
H 1.733 -3.079 1.743
H 0.115 -3.442 1.103
H 2.714 1.629 1.095
H 1.809 3.929 1.018
H -0.561 4.339 1.535
H -2.521 2.784 3.331
H -3.053 1.652 2.091
H -2.848 3.370 1.702
H -1.137 0.167 2.216
H 1.586 1.007 -1.800
H 2.054 -0.217 -0.709
H -1.451 1.288 -3.624
H 0.297 1.004 -3.496
H -0.190 3.377 -3.126
H 0.339 2.708 -1.578
H -2.580 3.095 -2.372
H -1.994 2.510 -0.816
H -1.655 4.167 -1.312
H -3.417 -1.375 -0.784

These are the natural (NBO) partial charges, in e, on atoms 1 to 6: -0.626, -0.387, -0.408, -0.235, -0.443, 0.672



Computed, not measured: a molecular structure, C44H84N2O14P2Si2 in a non-equilibrium geometry, with ωB97M-V/def2-TZVPD.

Summary:
DFT total energy, eV: -112966.6144
Multiplicity: 1

Positions of all 148 atoms, in Å:
C -3.649 -4.355 -4.409
C -4.195 -4.355 -5.889
C -5.706 -3.912 -6.026
C -5.855 -2.361 -6.338
C -5.692 -1.595 -4.971
C -5.774 -0.034 -5.100
C -5.945 0.626 -3.660
C -5.416 -0.270 -2.482
C -5.296 0.510 -1.118
C -3.792 0.670 -0.633
C -3.832 1.076 0.890
Si -2.248 0.540 1.839
O -2.340 1.292 3.373
O -0.915 1.052 0.882
Si 0.355 1.787 1.781
C 1.795 2.151 0.555
C 3.140 1.489 1.063
C 4.440 1.945 0.296
C 4.147 2.919 -0.922
C 5.338 0.793 -0.282
C 5.447 -0.513 0.604
C 4.943 -1.721 -0.272
C 3.867 -2.542 0.064
C 4.107 -4.086 0.129
C 2.411 -2.056 0.343
O 0.944 0.586 2.880
N 0.968 0.978 4.200
O 2.062 1.249 4.547
P -0.178 3.740 2.703
N -0.519 3.706 4.269
P -2.234 -1.660 2.256
C -1.004 -2.533 1.122
C -3.983 -2.326 1.878
C -4.175 -2.832 0.396
H -4.276 -3.761 -3.699
H -3.569 -5.382 -3.981
H -2.625 -3.902 -4.367
H -3.578 -3.650 -6.498
H -4.126 -5.403 -6.260
H -6.202 -4.530 -6.807
H -6.172 -4.060 -5.015
H -5.116 -2.026 -7.105
H -6.890 -2.231 -6.754
H -6.502 -1.977 -4.303
H -4.675 -1.844 -4.587
H -4.807 0.361 -5.512
H -6.581 0.314 -5.784
H -5.359 1.585 -3.627
H -6.995 0.895 -3.432
H -4.374 -0.582 -2.762
H -6.030 -1.177 -2.304
H -5.831 -0.093 -0.334
H -5.809 1.505 -1.129
H -3.368 1.483 -1.279
H -3.187 -0.240 -0.840
H -3.900 2.198 0.942
H -4.707 0.589 1.378
H -3.283 1.387 3.563
H 1.925 3.260 0.526
H 1.530 1.843 -0.490
H 2.972 0.392 1.107
H 3.261 1.822 2.128
H 5.068 2.548 1.004
H 3.585 2.336 -1.712
H 3.609 3.843 -0.621
H 5.131 3.236 -1.354
H 6.377 1.215 -0.354
H 5.053 0.541 -1.333
H 6.526 -0.709 0.833
H 4.927 -0.456 1.585
H 5.486 -1.857 -1.234
H 4.423 -4.385 1.151
H 3.133 -4.602 -0.081
H 4.811 -4.374 -0.677
H 2.212 -1.119 -0.237
H 1.641 -2.831 0.154
H 2.290 -1.753 1.424
H 0.906 4.671 2.495
H -1.340 4.205 2.002
H -1.483 4.022 4.373
H -1.487 -3.499 0.818
H -0.145 -2.834 1.772
H -0.665 -1.931 0.252
H -4.143 -3.195 2.568
H -4.744 -1.565 2.189
H -3.979 -3.934 0.351
H -5.247 -2.659 0.120
H -3.480 -2.366 -0.339
O 7.895 -1.968 -1.945
C 8.028 -3.126 -1.664
O 7.047 -3.881 -1.104
C 7.564 -5.185 -0.795
C 8.766 -5.362 -1.699
C 9.286 -3.941 -1.827
H 7.833 -5.210 0.264
H 6.796 -5.935 -0.981
H 9.499 -6.066 -1.307
H 8.443 -5.724 -2.679
H 9.979 -3.685 -1.023
H 9.743 -3.762 -2.798
O 0.265 -1.450 -4.775
C 1.264 -0.794 -4.826
O 1.871 -0.438 -5.988
C 3.099 0.249 -5.700
C 2.936 0.777 -4.290
C 2.053 -0.280 -3.648
H 3.925 -0.462 -5.785
H 3.248 1.049 -6.424
H 3.884 0.929 -3.774
H 2.406 1.733 -4.311
H 2.639 -1.101 -3.227
H 1.395 0.144 -2.892
O -2.104 1.312 9.783
C -1.283 1.718 9.010
O -1.555 2.605 8.023
C -0.382 2.798 7.208
C 0.781 2.391 8.089
C 0.166 1.301 8.951
H -0.469 2.173 6.318
H -0.318 3.839 6.900
H 1.655 2.067 7.523
H 1.082 3.232 8.720
H 0.233 0.319 8.477
H 0.605 1.275 9.946
O 8.460 2.612 4.196
C 7.321 2.582 4.562
O 6.469 1.562 4.284
C 5.157 1.884 4.771
C 5.376 2.925 5.848
C 6.607 3.658 5.342
H 4.561 2.266 3.938
H 4.681 0.985 5.160
H 4.511 3.570 6.005
H 5.605 2.434 6.797
H 6.347 4.473 4.664
H 7.226 4.023 6.158
O -8.583 1.242 -1.769
C -8.460 2.433 -1.782
O -7.735 3.108 -2.716
C -7.704 4.503 -2.377
C -8.907 4.726 -1.484
C -9.029 3.393 -0.769
H -6.761 4.715 -1.866
H -7.754 5.100 -3.287
H -8.794 5.578 -0.814
H -9.797 4.897 -2.096
H -8.417 3.358 0.135
H -10.064 3.149 -0.539

These are the Mulliken partial charges, in e, on atoms 1 to 6: -0.757, -0.395, -0.729, -0.849, -0.088, -0.956



Computed, not measured: 2 unconnected molecules or ions with the total composition F2HISi in a non-equilibrium geometry, with ωB97M-V/def2-TZVPD.

Summary:
DFT total energy, eV: -21431.1675
Energy above the lowest of the compared OMol25 structures with the same formula, charge and spin, kcal/mol: 58.4
Multiplicity: 1

Positions of all 5 atoms, in Å:
F -0.250 1.028 -1.130
F 0.046 0.999 1.382
Si -0.044 0.034 0.150
I -1.873 -1.439 0.005
H 2.121 -0.621 -0.408

Here is what natural (NBO) gives for the atomic charges, in e: -0.674, -0.657, 1.690, -0.153, -0.206



Computed, not measured: a molecular structure, C5H16NOPb in a non-equilibrium geometry, with ωB97M-V/def2-TZVPD.

Summary:
Charge: -1
DFT total energy, eV: -14222.6494
Multiplicity: 1

Positions of all 24 atoms, in Å:
C 1.067 -3.549 -2.624
Pb -0.124 -2.334 -1.111
N 0.156 -0.014 -2.301
H -0.196 -2.452 0.747
H -1.523 -1.904 -0.072
H 0.621 -4.452 -2.188
H 1.976 -3.783 -3.221
H 0.249 -3.007 -3.125
H 0.793 0.779 -2.080
H -0.747 0.304 -1.911
H 0.051 -0.016 -3.315
C -0.635 1.476 2.632
C 0.319 2.487 1.984
C 0.453 2.032 0.487
O -0.235 0.808 0.341
C -0.858 0.379 1.563
H -0.215 1.042 3.540
H -1.590 1.932 2.878
H 1.305 2.480 2.474
H -0.078 3.514 2.032
H 0.025 2.793 -0.178
H 1.507 1.879 0.215
H -0.389 -0.577 1.864
H -1.931 0.185 1.368

These are the natural (NBO) partial charges, in e, on atoms 1 to 6: -1.352, 0.653, -1.058, -0.357, -0.481, 0.173



Computed, not measured: a molecular structure, C45H36CrO3P in a non-equilibrium geometry, with ωB97M-V/def2-TZVPD.

Summary:
Charge: +2
DFT total energy, eV: -91083.6769
⟨S²⟩: 3.806
Multiplicity: 4

Positions of all 86 atoms, in Å:
C -1.303 5.653 2.300
C -0.940 4.221 2.050
C -1.686 3.436 1.162
C -1.286 2.141 0.839
C -0.118 1.603 1.419
P 0.565 0.078 0.682
C 1.382 0.725 -0.837
C 1.909 -0.200 -1.755
C 2.718 0.224 -2.801
C 3.067 1.570 -2.946
C 4.019 1.976 -4.032
C 2.508 2.495 -2.063
C 1.662 2.085 -1.031
C 2.054 -0.107 1.758
C 1.843 -0.396 3.127
C 2.924 -0.674 3.960
C 4.238 -0.499 3.516
C 5.375 -0.694 4.478
C 4.451 -0.155 2.178
C 3.376 0.018 1.302
C 0.555 2.355 2.395
C 0.154 3.651 2.695
H -0.637 6.101 3.042
H -1.240 6.243 1.378
H -2.324 5.745 2.681
H -2.583 3.862 0.711
H -1.849 1.545 0.118
H 1.701 -1.263 -1.627
H 3.095 -0.498 -3.526
H 4.111 3.061 -4.103
H 5.017 1.557 -3.852
H 3.685 1.604 -5.006
H 2.728 3.554 -2.182
H 1.227 2.823 -0.361
H 0.830 -0.379 3.537
H 2.756 -1.010 4.986
H 6.321 -0.337 4.062
H 5.177 -0.154 5.413
H 5.506 -1.754 4.735
H 5.469 -0.042 1.802
H 3.578 0.264 0.260
H 1.424 1.956 2.907
H 0.714 4.218 3.437
O -2.698 3.027 -3.179
C -3.098 1.954 -3.415
Cr -3.518 0.162 -3.829
C -1.712 -0.123 -3.454
O -0.565 -0.219 -3.267
C -2.834 0.316 -5.614
O -2.249 0.444 -6.615
C -5.548 -0.341 -4.429
C -5.610 0.470 -3.295
C -4.851 0.164 -2.161
C -4.021 -0.976 -2.143
C -2.957 -1.100 -1.129
C -1.979 -1.481 -0.493
C -1.001 -1.924 0.446
C 0.115 -2.776 -0.002
C 0.033 -3.469 -1.222
C 1.104 -4.269 -1.630
C 2.304 -4.253 -0.919
C 2.424 -3.494 0.247
C 1.299 -2.866 0.758
C -1.395 -1.944 1.861
C -2.459 -1.103 2.258
C -2.897 -1.083 3.579
C -2.224 -1.850 4.543
C -1.100 -2.602 4.185
C -0.763 -2.744 2.843
C -4.026 -1.836 -3.280
C -4.788 -1.519 -4.399
H -6.097 -0.078 -5.332
H -6.219 1.373 -3.296
H -4.846 0.823 -1.286
H -0.885 -3.377 -1.807
H 0.973 -4.912 -2.500
H 3.152 -4.841 -1.267
H 3.364 -3.430 0.796
H 1.365 -2.428 1.753
H -2.946 -0.469 1.513
H -3.779 -0.475 3.824
H -2.573 -1.850 5.576
H -0.499 -3.116 4.930
H -0.009 -3.489 2.595
H -3.385 -2.725 -3.281
H -4.775 -2.173 -5.271

These are the Mulliken partial charges, in e, on atoms 1 to 6: -1.558, 0.990, -0.822, -0.143, -0.018, 2.585